Computed, not measured: a molecular structure, C12H22ClFeN2O3Rh, with ωB97M-V with the def2-TZVPD basis set.

Calculated values
- gap between HOMO and LUMO (alpha / beta) (eV) = 6.31 / 6.91
- spin multiplicity = 10
- charge = -1

```
42
C12H22ClFeN2O3Rh (ωB97M-V with the def2-TZVPD basis set)
Rh -1.33 -0.36 -0.91
Cl -2.96 -2.04 -0.78
C -0.19 -0.99 -2.40
H 0.86 -0.80 -2.23
H -0.57 -0.53 -3.30
H -0.47 -2.03 -2.32
Fe -3.40 1.11 -2.03
C -4.40 2.24 -0.86
C -3.77 1.33 -3.86
C -2.10 2.11 -2.09
H -2.91 1.83 -4.32
H -3.98 0.34 -4.31
H -4.68 1.95 -3.83
H -3.71 3.00 -0.47
H -5.17 2.65 -1.53
H -4.86 1.63 -0.07
H -1.26 1.92 -2.89
H -1.75 2.69 -1.14
C 2.68 -2.61 0.58
C 3.08 -1.21 1.03
C 2.03 -0.37 1.82
C 1.80 -0.86 3.26
C 1.28 -2.28 3.44
C 2.57 1.07 1.89
O 3.42 1.42 2.70
N 2.09 1.99 0.96
C 1.06 1.80 0.01
O 0.81 2.73 -0.80
N 0.41 0.61 0.12
C 0.70 -0.35 1.03
O -0.15 -1.26 1.16
H 2.39 -3.25 1.42
H 3.55 -3.08 0.09
H 1.87 -2.58 -0.16
H 3.97 -1.26 1.66
H 3.36 -0.63 0.14
H 2.73 -0.73 3.81
H 1.07 -0.17 3.72
H 2.09 -3.02 3.41
H 0.80 -2.36 4.43
H 0.53 -2.50 2.69
H 2.51 2.86 0.95
```

---

Computed, not measured: a molecular structure, C5H8O, with ωB97M-V with the def2-TZVPD basis set.

Calculated values
- gap between HOMO and LUMO (alpha / beta) (eV) = 7.92 / 8.00
- charge = 0

```
14
C5H8O (ωB97M-V with the def2-TZVPD basis set)
O -1.15 -0.67 -1.90
C -0.36 -0.56 -0.75
C 1.04 0.08 -0.83
C 1.13 0.20 0.65
C -0.01 0.90 1.30
C -0.86 -0.02 0.54
H -2.06 -0.41 -1.71
H -0.21 -1.52 -0.25
H 1.00 1.02 -1.39
H 1.77 -0.59 -1.28
H 1.73 -0.54 1.18
H -0.17 1.96 1.14
H -0.05 0.66 2.37
H -1.78 -0.50 0.92
```

---

Number 1: E_tot -71834.6809 eV. Number 2: E_tot -7357.9559 eV.